98
Properties=species:S:1:pos:R:3:forces:R:3:mulliken_charge:R:1 method="wB97M-V/def2-TZVPD" spin_multiplicity=1 lumo_ev="-3.1 / -3.1" total_charge=+1 homo_energy_ev="-10.554 / -10.554" e_above_lowest_kcal_mol=30.53 orbital_gap_ev="7.41 / 7.41"
C -3.0661 1.1955 3.3344 0.1 0.1 0.2 -0.8612
H -0.6579 -2.1558 5.5002 -0.1 0.0 0.0 0.1364
N 5.3781 -2.1892 0.6885 0.0 0.0 0.0 0.1899
H 2.9277 3.0801 0.7230 -0.1 0.1 0.1 0.4031
C -2.7996 0.5034 2.2068 0.2 0.1 -0.2 -0.2327
H 1.8618 -2.1877 1.3140 0.1 0.0 -0.2 -0.2155
H 0.5102 -6.6971 1.7486 0.0 0.0 0.0 0.5314
C 2.3147 -0.1105 -5.0142 0.0 0.2 0.1 -0.8991
H -0.5707 -4.6806 5.2242 0.0 0.0 0.0 0.2971
H 6.0810 -3.6929 -0.5616 0.0 0.0 0.0 0.3375
C 0.3648 -4.4205 0.2231 0.0 0.0 0.0 -2.1815
H 2.1476 -0.6513 3.6649 0.0 0.0 0.0 0.3985
C -1.5510 -2.0943 4.8786 0.0 0.0 0.0 -1.8159
H -1.2972 4.6798 2.6845 0.0 0.0 0.0 0.4780
C -0.2318 -4.6949 1.6166 -0.2 0.1 -0.2 2.6943
H 3.1480 -2.1465 2.4995 0.0 0.0 0.0 0.8646
C -3.1211 -3.2150 3.3334 0.1 -0.1 0.0 -1.5513
H -2.3022 -4.4644 0.9177 0.1 0.0 0.0 0.3196
P -0.4366 -3.0699 2.5494 -0.2 0.1 0.2 0.0738
H -3.8051 -2.8544 4.1055 0.0 -0.1 0.0 0.4895
C -1.6912 -3.3031 3.9319 -0.3 0.3 -0.2 2.1939
H -3.8388 1.0878 4.0768 0.0 0.0 -0.1 0.4427
H 0.7204 -3.6454 -3.3082 0.0 0.0 0.0 0.3961
S 3.5240 -0.5475 -0.3105 -0.2 0.1 -0.3 0.1137
H 3.4247 0.8990 1.9171 0.0 0.0 0.0 -0.5197
H -3.3237 -0.3345 1.7854 0.0 0.0 0.0 0.4926
C 1.1571 -1.1048 3.7487 0.1 -0.3 0.2 -1.6024
H 0.2479 -5.9843 3.3350 0.0 0.0 0.0 0.2732
C 4.4856 1.0837 2.0380 0.2 -0.1 0.0 -0.4522
H -0.1196 -3.5660 -0.2432 0.0 0.0 0.0 0.3845
C 5.1961 -3.0636 -0.4643 -0.1 0.1 0.1 -0.9118
H -2.4125 -2.0853 5.5511 0.0 0.0 0.0 0.7671
C 1.8122 4.7979 1.3938 0.0 0.0 0.0 -0.6569
H 0.4690 6.3109 2.1395 0.0 0.0 0.0 0.4128
N -1.6734 1.0386 1.5977 0.3 -0.2 -0.1 0.0567
O -0.4375 -1.6106 -1.4004 0.2 -0.4 -0.7 -0.2932
H 0.4878 -0.5777 3.0879 -0.2 0.4 0.0 0.1824
C 1.0591 2.5068 1.5651 0.3 -0.5 0.0 0.1950
H 5.1860 -3.8425 1.9473 0.0 0.0 0.0 0.4058
H 1.4404 -4.2568 0.2331 0.0 0.0 0.0 0.0446
H 5.0661 -2.4785 -1.3669 0.0 0.1 0.0 0.4135
C 4.7824 -0.9636 0.7437 -0.1 -0.4 0.0 -0.3178
H 3.0329 1.9205 -4.9269 0.0 0.0 0.0 0.4307
O 0.4206 0.8598 -1.4524 0.3 -0.3 -0.1 -0.6905
H 2.8193 -0.3412 -5.9415 0.0 0.0 0.0 0.4305
C 0.0758 -1.7741 -2.5383 -0.1 0.2 0.3 1.3671
H 4.7701 1.9412 1.4207 0.0 0.0 0.0 0.4505
C -1.5497 -4.5851 4.7538 0.0 0.0 0.1 -1.8475
H 7.0016 1.0086 1.8655 0.0 0.0 0.0 0.4071
H -0.9187 -3.6340 -2.6262 0.0 0.0 0.0 0.3696
H 2.5003 -3.6938 1.9385 0.0 0.0 0.0 0.1898
H -1.9623 2.8325 4.1604 0.0 0.0 0.0 0.2553
C 0.5934 -5.7706 2.3254 0.0 -0.1 -0.1 -1.9296
H -1.7403 -5.4853 4.1731 0.0 0.0 0.0 0.2937
H 4.6987 1.3191 3.0812 0.1 0.0 0.0 0.4122
H 4.3199 -3.7078 -0.3373 0.0 0.0 0.0 0.2060
C -1.6492 -5.2353 1.3354 0.0 0.0 0.0 -1.9946
H -2.1228 -5.6522 2.2206 0.0 0.0 0.0 0.3120
C 1.2115 -2.5946 3.3451 0.1 0.1 0.0 2.5565
N -2.0701 2.1523 3.4275 -0.4 0.0 0.2 0.0498
C 0.6323 5.2551 1.9738 0.1 -0.1 0.0 -0.9228
C 1.0186 0.5191 -2.5918 -0.3 0.2 0.5 0.5944
H -2.2947 -4.5570 5.5546 0.0 0.0 0.0 0.5250
C -0.2048 -3.0709 -3.2186 -0.1 -0.1 -0.1 -1.9972
C 1.6885 -3.4291 4.5358 0.0 0.0 0.0 -2.0408
H 2.7200 -3.1415 4.7678 0.0 0.0 0.0 0.4732
H 1.6828 -4.4999 4.3421 0.0 0.0 0.0 0.3167
H 6.8719 -0.2986 3.0436 0.0 0.0 0.0 0.3332
C 2.0155 3.4455 1.1852 0.3 0.0 -0.1 -0.9004
H -1.5437 -1.1461 4.3342 0.0 -0.1 0.0 0.1180
H 1.6531 -5.5183 2.3737 0.0 0.0 0.0 0.2338
H -3.4931 -4.1807 2.9980 0.0 0.0 0.0 0.3358
Ce 0.1201 -0.2788 0.4013 -0.8 -0.9 1.1 0.4644
H 5.5582 -2.3398 2.7884 0.0 0.1 0.0 0.3956
O 1.3254 1.1844 1.4617 -0.9 0.5 0.0 0.6607
C -0.1518 2.9675 2.0871 -0.4 0.0 0.2 0.5077
C 2.2394 -2.6730 2.2088 -0.1 -0.2 0.3 -1.9802
C 1.5527 -1.0515 -4.3825 -0.1 -0.1 0.1 -0.8397
H -3.1680 -2.5205 2.4940 0.1 0.0 0.0 0.1792
H 6.8268 -3.1877 1.8897 0.0 0.0 0.0 0.3430
H 1.0951 -3.2434 5.4320 0.0 0.0 -0.1 0.4065
N 5.2540 -0.1004 1.6654 0.1 0.1 0.1 0.3980
C 1.7959 1.4727 -3.2576 0.1 0.2 0.0 -0.7029
C -1.2574 2.0392 2.3678 0.1 0.0 -0.2 0.4053
H -0.6008 -2.9079 -4.2207 0.0 0.0 0.0 0.5703
C 5.7690 -2.9197 1.8975 0.1 0.2 -0.2 -1.2162
C -0.3443 4.3355 2.2987 -0.1 0.0 0.0 -0.7659
C 0.8925 -0.7675 -3.1634 0.0 -0.2 -0.1 0.6057
H 0.7995 -0.9471 4.7638 0.0 0.0 0.0 0.3337
N -0.9145 -1.9113 1.5714 1.5 1.2 -0.9 0.0467
H 2.5784 5.5034 1.0974 0.0 0.0 0.0 0.4501
H 7.2636 -0.6572 1.3511 0.0 -0.1 0.0 0.3979
H 1.4603 -2.0394 -4.8159 0.0 0.1 0.0 0.4146
H 0.1774 -5.2943 -0.4086 0.1 0.0 0.1 0.6768
C 6.6774 -0.0217 2.0066 -0.2 -0.1 0.0 -1.2174
H -1.5721 -6.0407 0.5995 0.0 0.0 0.1 0.6397
H 1.8807 2.4503 -2.8005 0.0 0.0 0.0 0.4983
C 2.4309 1.1654 -4.4354 0.0 -0.1 -0.1 -0.4866

---

118
Properties=species:S:1:pos:R:3:forces:R:3:mulliken_charge:R:1 method="wB97M-V/def2-TZVPD" spin_multiplicity=1 lumo_ev=-4.3 total_charge=+1 homo_energy_ev=-10.897 orbital_gap_ev=6.64
H 0.3785 -1.2098 3.9508 -2.4 -0.1 0.5 0.2673
H 6.3470 2.0771 2.5579 -2.3 -1.0 -0.3 0.2819
H 3.7554 -3.4181 8.6600 0.1 0.1 0.0 0.2471
F -4.5345 -3.1063 -3.5861 1.5 4.1 1.5 -0.3731
H -2.6947 1.7686 -3.4792 0.6 0.3 3.0 0.2753
C 0.0809 -1.8457 -1.6984 1.8 -0.3 -0.7 0.0725
C 5.2216 1.7051 2.4509 0.5 1.8 0.9 -0.2730
C -5.6850 2.5934 -4.7214 0.0 -0.4 0.6 -0.0902
C -1.7604 1.1393 1.8214 -1.2 0.0 1.7 -0.3947
H -0.5486 0.7957 -2.3216 -2.7 -0.9 1.0 -0.0493
H 5.6655 -2.7529 4.1224 0.1 0.1 0.1 0.1628
O -5.4996 3.1077 -6.0235 0.3 0.9 -0.7 -0.2408
C -1.1846 -2.6202 0.4327 0.2 4.9 -0.2 -0.3905
F -3.8987 -3.2118 -1.0357 -0.6 4.3 -1.0 -0.2935
H 1.5851 1.1284 -1.8599 0.1 1.7 1.7 0.1841
H -1.2167 -4.3769 1.5283 -0.1 0.6 -1.8 0.2785
C 0.5093 0.1662 1.0378 1.6 0.8 -0.5 -0.7155
C 6.3622 -2.5019 4.9261 0.5 -0.1 -0.8 -0.5738
C 2.3741 4.6157 -0.3113 -1.6 -4.0 1.5 -0.4990
O -1.5705 3.2444 0.1865 -4.3 -5.7 5.9 -0.4060
C -2.2537 2.4815 1.0384 3.1 4.5 -4.6 0.1648
O -5.6974 -1.7190 -6.2309 -0.6 1.9 3.4 -0.4519
H 4.3498 0.6238 0.2931 -0.4 -1.6 1.9 0.1299
H 5.0164 1.6991 4.7918 -1.4 0.7 -2.2 0.1444
H 9.0347 -0.9155 8.0958 -0.2 -0.1 0.0 0.2583
H 8.1869 -0.2589 6.6803 0.0 0.0 0.1 0.2950
H 2.5591 -3.1929 -2.8428 -0.9 0.8 1.7 0.3024
Cl -3.9942 3.1370 1.4007 2.3 -1.3 -0.1 -0.1529
C -7.5596 5.3687 -5.0972 -0.5 0.1 0.7 -0.6344
F -3.9635 0.0573 -4.9429 -2.0 -2.3 3.3 -0.3540
C 4.2745 -0.1627 1.1872 -0.3 0.9 -0.5 0.2698
C -1.7813 -0.4323 -0.5624 -0.4 1.3 -0.6 0.9458
H 4.4928 3.3333 4.0110 0.1 -2.5 -0.8 0.3158
H -6.9331 5.7036 -4.2666 0.0 0.0 -0.1 0.3364
H 0.7513 0.1346 2.2082 -0.7 0.1 -2.6 0.3509
H -4.9311 1.8252 -4.5322 -0.3 0.8 -0.3 -0.3835
O -4.4506 5.3506 -5.1638 -1.3 -1.1 -1.5 -0.6923
H 5.4598 -2.1103 1.2067 -2.0 0.6 -1.3 0.2250
H -5.6016 3.3667 -3.9527 0.0 0.0 -0.1 0.4162
H -2.4700 -4.8221 -2.6875 1.8 0.6 1.0 0.3424
O 5.5536 0.0378 6.4152 0.2 -2.0 1.0 -0.5614
H 4.5260 -3.4971 -1.1487 -2.2 0.2 0.7 0.3808
H -5.5027 -0.8915 -6.7652 -0.1 -1.1 1.1 0.3707
O -4.2675 0.1549 0.1135 5.7 -5.4 -4.8 -0.5234
C 4.4630 2.1535 3.8392 0.0 0.1 0.8 -0.4511
O 1.0369 -2.9042 -1.2299 -0.5 2.0 -1.0 -0.1064
H -2.8149 -1.3011 3.0016 2.4 -0.9 -0.6 0.2472
C -1.1137 -0.0581 0.9267 0.7 -0.9 -1.1 1.1644
C 8.2859 -1.1319 7.3303 0.8 0.2 -0.4 -0.6025
H 2.7200 -1.5808 -1.8785 -1.0 -1.8 0.3 0.1533
O 5.6809 -2.5678 6.1613 -0.5 0.6 1.0 -0.3294
O -1.5624 -4.5152 -2.3444 -0.3 -0.8 1.8 -0.4360
H -3.5331 2.0221 -1.6314 1.4 -1.6 -1.6 0.1315
C -2.6877 1.5646 -2.3046 2.3 -2.3 1.0 -1.0761
O -6.8160 5.2635 -6.2910 1.2 -0.2 -0.7 -0.3191
H 0.8178 -5.6125 -1.7727 -0.5 -0.3 1.7 0.3238
N -1.1661 -1.5098 1.4564 -1.9 -3.6 0.1 0.2127
H 2.8160 5.6806 -0.5151 -1.0 -2.4 0.2 0.3362
F -5.5010 0.4208 -3.1561 2.4 -3.8 -1.4 -0.2470
H 3.3108 1.8700 3.8707 2.4 0.4 -0.2 0.0020
H -8.0066 4.4008 -4.8577 0.0 0.1 0.1 0.2363
C -1.7236 -1.7509 2.8210 -0.9 -0.9 1.9 -0.4636
C 1.6294 1.9368 -1.0174 0.3 2.4 2.3 -0.2723
H 3.0367 -4.4790 -0.3754 0.9 2.4 -1.0 0.1197
C 1.1093 1.5687 0.4913 1.9 4.8 -0.4 1.4021
H 0.9009 -5.4970 -0.0384 -0.2 -0.4 -1.2 0.3029
N 0.3683 -5.8901 -0.8485 -1.3 2.5 -0.6 -0.6491
H 1.9326 5.0690 2.1289 0.0 -1.7 -2.4 0.3358
N -1.2180 -1.8390 -0.8681 1.5 -0.9 1.6 1.2100
C 1.8783 4.2939 1.2294 -0.5 -3.4 -2.5 -0.5376
H -4.9293 3.4703 -9.2199 0.0 0.1 0.1 0.2508
C 3.4381 -3.4114 -0.7263 -1.2 0.4 0.5 -0.4761
O 4.5570 -1.5906 8.2026 1.3 0.8 -1.5 -0.3989
O -7.2646 -1.5960 -4.3279 9.3 1.5 -3.4 -0.4523
C 2.2520 3.4151 -1.4584 -1.3 -0.3 4.5 -0.7224
H 2.6106 3.6292 -2.5559 -0.9 -0.6 2.5 0.3184
H -1.8614 -2.9218 3.0113 0.4 2.5 -0.5 0.4664
F -5.7114 -1.7165 -1.1859 5.1 0.0 -1.2 -0.2737
C -0.8082 -1.2122 4.0793 -3.2 2.0 4.1 0.0999
H -0.1497 -2.1022 -2.8163 0.1 0.8 2.1 0.2124
C 1.2792 2.8006 1.6118 1.0 0.8 -3.7 -0.3629
H 4.7524 2.3371 1.5796 0.8 -1.6 1.3 0.2117
H -8.3606 6.0964 -5.2472 0.2 -0.1 -0.1 0.2654
H -6.4730 3.8664 -8.4279 0.1 0.1 0.0 0.3088
C -3.4397 -0.6480 -0.6151 -4.1 4.4 5.0 -1.0913
H 3.2181 -0.0591 1.6799 1.7 -0.5 -1.1 -0.2544
O 7.0652 -1.4387 7.9671 -1.4 0.1 0.1 -0.3195
H -0.9330 1.4534 2.6230 -1.8 -0.4 -2.0 0.2967
C -6.0290 -1.3738 -4.8364 -6.7 -1.0 0.5 0.0494
H 0.9245 2.5985 2.7146 0.9 0.5 -2.3 0.1891
P -1.3058 -5.1833 -0.7684 -0.2 -3.2 -2.6 0.1629
C 4.6132 -2.7980 8.9325 -0.1 -0.9 0.6 -0.6525
H 6.7802 -1.5099 4.7337 -0.2 -0.1 0.0 0.3219
F -2.5986 -1.7279 -3.5453 -4.4 -0.2 1.9 -0.2113
H 1.1600 -0.7069 0.5835 -1.6 1.5 0.8 -0.7848
C 4.5765 -1.6623 0.5493 1.6 1.3 0.6 -0.3750
C -4.8331 -0.6422 -3.9242 -1.5 1.9 -2.2 1.0414
C -1.6055 0.6948 -1.7755 -1.8 1.4 -1.8 0.7840
H -5.7048 5.0431 -9.5167 0.0 -0.1 0.1 0.2505
H 5.5322 -3.3585 8.7414 -0.1 0.1 0.0 0.3175
O 3.3979 -2.5410 0.4957 1.7 -0.1 -1.6 -0.2857
N -1.2273 -3.9872 0.5372 0.9 4.7 1.4 0.1974
H 5.0239 -1.4676 -0.5257 -1.0 -0.5 2.0 0.3122
C -4.2270 -1.8009 -1.4713 -2.1 -2.2 0.7 0.7909
O 5.2637 0.2538 2.2105 -1.3 0.7 -1.4 -0.3747
P -5.3100 4.6970 -6.2003 1.0 1.1 0.3 0.9685
H 7.1745 -3.2333 4.9314 -0.1 0.0 0.0 0.2980
C -4.0242 -1.7729 -3.0852 1.3 -2.1 -1.9 0.3995
P 5.7043 -1.2740 7.1198 -0.5 1.2 -0.1 0.9703
H 0.6995 -0.8339 -1.5619 -1.8 -2.0 -0.4 -0.7061
H 4.5575 -2.5657 9.9990 0.0 0.0 -0.2 0.2546
O -1.4510 -0.7737 5.1679 4.3 -2.8 -6.9 -0.5049
H 8.6209 -1.9928 6.7466 0.1 0.1 0.0 0.2590
C 2.3742 -2.6952 -1.8002 2.3 -1.0 0.5 -0.2316
H -6.6769 2.1384 -4.6594 0.1 0.0 0.0 0.3230
O -4.7711 4.8432 -7.7094 -0.4 0.0 2.1 -0.3857
C -5.5155 4.2727 -8.7648 -0.5 -0.4 -0.9 -0.6363
H -2.6928 0.8113 2.4932 2.0 0.6 -1.8 0.5266

---

no.,largest force on an atom (eV/Å),calculated total energy (Ha)
1,2.15,-3041.4632
2,10.02,-4907.8755